No. 1
A cluster of 8 separate species, C27H42ClI2O23P in total at a distorted geometry. Source: the Open Molecules 2025 dataset; level of theory: ωB97M-V/def2-TZVPD.

```
96
Properties=species:S:1:pos:R:3:mulliken_charge:R:1
C 7.461 -0.546 0.887 -1.1521
C 6.281 -0.254 -0.043 -0.2370
C 5.026 -0.991 0.378 -0.7869
O 3.887 -0.535 -0.325 -0.2144
P 3.056 -1.573 -1.316 0.8265
O 4.103 -1.487 -2.541 -0.5388
Cl 1.880 -3.068 -2.411 -0.3818
C 1.562 -0.502 -1.310 -1.2130
I 2.004 1.566 -1.636 0.0900
C 0.652 -0.809 -0.124 0.3145
C -0.692 -0.106 -0.239 -1.6157
I 1.411 -0.299 1.818 0.0509
H 7.113 -0.922 1.848 0.3259
H 8.115 -1.301 0.460 0.3045
H 8.047 0.348 1.071 0.3338
H 6.537 -0.530 -1.066 0.1989
H 6.036 0.806 -0.065 0.3183
H 4.846 -0.811 1.438 0.3716
H 5.159 -2.073 0.246 0.3623
H 3.148 -2.567 -0.343 0.0687
H 4.798 -2.134 -2.409 0.3375
H 0.990 -0.790 -2.183 0.7877
H 0.500 -1.888 -0.112 0.2910
H -1.149 -0.316 -1.203 0.4102
H -1.335 -0.441 0.567 0.3905
H -0.537 0.961 -0.120 0.3235
O -2.969 1.989 0.166 -0.5328
C -2.680 2.788 -0.666 0.6832
O -2.156 2.479 -1.870 -0.3072
C -2.144 3.664 -2.680 -0.3643
C -2.150 4.764 -1.634 -0.1130
O -2.820 4.124 -0.535 -0.3012
H -1.266 3.666 -3.319 0.3246
H -3.044 3.669 -3.296 0.2527
H -1.144 5.043 -1.319 0.2317
H -2.700 5.651 -1.930 0.1619
O -4.221 7.171 -1.127 -0.6354
C -5.100 6.630 -0.532 0.8025
O -5.115 6.430 0.796 -0.3245
C -6.416 5.959 1.176 -0.3531
C -6.929 5.365 -0.125 -0.2949
O -6.219 6.140 -1.106 -0.3284
H -6.325 5.240 1.983 0.3102
H -7.010 6.811 1.509 0.2751
H -6.650 4.318 -0.244 0.2386
H -7.999 5.478 -0.271 0.3071
O -8.963 11.697 -2.999 -0.5145
C -7.983 11.037 -2.913 0.6065
O -7.521 10.482 -1.767 -0.3676
C -6.461 9.575 -2.093 0.0786
C -5.980 10.113 -3.427 -0.2999
O -7.165 10.726 -3.947 -0.3443
H -5.698 9.592 -1.320 0.2460
H -6.871 8.568 -2.176 0.0625
H -5.210 10.878 -3.314 0.2571
H -5.628 9.344 -4.107 0.2739
O 4.223 -9.297 -3.498 -0.5309
C 3.747 -8.228 -3.694 0.6725
O 4.278 -7.059 -3.259 -0.3737
C 3.553 -5.976 -3.861 0.2104
C 2.222 -6.627 -4.190 -0.0912
O 2.600 -8.002 -4.369 -0.3819
H 3.460 -5.154 -3.162 -0.1903
H 4.088 -5.645 -4.753 0.3317
H 1.513 -6.560 -3.364 0.0737
H 1.759 -6.247 -5.095 0.3352
O -0.459 -4.309 -0.627 -0.5458
C 0.090 -5.293 -0.258 0.5956
O 0.510 -6.286 -1.083 -0.2732
C 1.337 -7.184 -0.332 -0.3004
C 0.864 -6.940 1.090 0.0575
O 0.406 -5.580 1.021 -0.2903
H 1.186 -8.203 -0.678 0.3460
H 2.382 -6.902 -0.479 0.2473
H 0.023 -7.577 1.365 0.2462
H 1.642 -7.029 1.842 -0.0775
O 1.513 -6.477 4.984 -0.5002
C 2.674 -6.634 4.816 0.6535
O 3.222 -7.142 3.680 -0.3039
C 4.644 -6.979 3.742 -0.3103
C 4.884 -6.883 5.240 -0.3355
O 3.644 -6.343 5.710 -0.3449
H 5.134 -7.826 3.272 0.2952
H 4.914 -6.061 3.218 0.2457
H 5.037 -7.859 5.701 0.2581
H 5.700 -6.220 5.512 0.3042
O -1.880 3.180 6.873 -0.5203
C -1.806 2.808 5.750 0.6261
O -2.091 1.552 5.331 -0.3728
C -2.114 1.544 3.897 -0.1325
C -1.241 2.735 3.560 0.0569
O -1.423 3.579 4.704 -0.3644
H -1.725 0.604 3.515 0.2109
H -3.143 1.674 3.560 0.2390
H -0.185 2.468 3.483 0.1812
H -1.549 3.254 2.656 0.0556
```


No. 2
A structure of composition C27H42F6O15Pb at a distorted geometry. Source: the Open Molecules 2025 dataset; level of theory: ωB97M-V/def2-TZVPD.

Properties
* energy relative to the best compared isomer or geometry (same formula, charge and spin): 45.18 kcal per mole

```
91
Properties=species:S:1:pos:R:3:mulliken_charge:R:1
Pb 0.546 0.704 -0.297 4.0321
C 3.701 1.130 0.071 0.1024
O 3.054 -0.167 0.164 0.0794
O 2.744 1.936 -0.367 -1.0415
C 4.345 1.539 1.434 0.5531
F 5.452 0.842 1.786 -0.2811
F 4.631 2.853 1.577 -0.3074
F 3.422 1.288 2.415 -0.1976
C 3.706 -1.315 0.693 -0.7007
C 2.644 -2.372 0.993 -0.4747
H 2.205 -2.100 1.949 0.0208
H 1.907 -2.456 0.194 -0.2185
H 3.162 -3.333 1.030 0.5778
H 4.210 -1.089 1.636 0.3209
H 4.489 -1.708 0.036 0.2511
H 4.553 0.989 -0.619 0.1864
C -0.508 -1.141 2.971 -0.9252
O -0.396 -2.541 2.667 0.0362
O -0.083 -0.440 1.916 -0.5570
C -1.965 -0.939 3.471 0.7211
F -2.243 0.323 3.841 -0.2671
F -2.846 -1.319 2.515 -0.2923
F -2.310 -1.688 4.558 -0.3255
C 0.024 -3.377 3.751 -0.3696
C 0.243 -4.726 3.100 -1.1063
H -0.719 -5.021 2.675 0.2596
H 1.100 -4.745 2.429 0.1602
H 0.483 -5.500 3.838 0.4136
H -0.695 -3.453 4.564 0.3614
H 1.022 -3.070 4.083 0.3096
H 0.198 -0.935 3.791 0.2378
C -2.048 4.516 -0.596 -0.2261
O -0.934 4.984 -1.361 -0.4177
C -0.068 4.064 -1.771 0.5359
O -0.062 2.904 -1.463 -0.5100
O 0.840 4.660 -2.529 -0.4601
C 2.026 3.896 -2.845 -0.2452
H -2.878 4.702 -1.288 0.3366
H -2.139 5.133 0.296 0.2614
H -2.175 3.486 -0.277 -0.2393
H 1.715 2.869 -3.015 -0.0580
H 2.826 4.076 -2.135 0.2123
H 2.323 4.350 -3.793 0.3133
O -0.602 -1.412 -1.225 -0.0683
C -0.722 -2.601 -1.326 -0.4700
O -0.420 -3.243 -2.467 -0.3838
C -0.804 -4.621 -2.395 -0.5257
C -1.566 -4.785 -1.060 -0.8366
C -1.140 -3.578 -0.220 0.9995
H 0.111 -5.212 -2.411 0.3359
H -1.472 -4.967 -3.181 0.3222
H -1.306 -5.693 -0.516 0.3482
H -2.640 -4.781 -1.238 0.3025
H -0.234 -3.725 0.363 -0.3844
H -2.004 -3.241 0.341 0.1362
O -2.193 1.143 -0.507 -0.7326
C -3.335 0.827 -0.669 0.2540
O -4.010 1.118 -1.810 -0.3966
C -5.286 0.507 -1.738 -0.6036
C -5.140 -0.679 -0.817 -0.5263
C -4.168 -0.098 0.195 0.3492
H -5.766 0.234 -2.678 0.4113
H -6.020 1.198 -1.302 0.2864
H -4.764 -1.556 -1.348 0.1916
H -6.105 -0.959 -0.395 0.3546
H -3.440 -0.761 0.657 -0.2713
H -4.709 0.484 0.943 0.2502
O 1.165 0.273 -2.716 -0.1968
C 1.547 -0.055 -3.804 0.1367
O 1.388 0.640 -4.916 -0.3937
C 1.741 -0.055 -6.098 -0.4726
C 2.359 -1.403 -5.629 -0.6307
C 2.177 -1.401 -4.110 0.4480
H 2.463 0.577 -6.613 0.3041
H 0.910 -0.233 -6.778 0.2700
H 3.396 -1.481 -5.942 0.2992
H 1.767 -2.242 -5.992 0.2889
H 3.098 -1.479 -3.534 0.2482
H 1.413 -2.062 -3.702 -0.2939
O -0.141 2.604 1.317 -0.6853
C -0.086 3.334 2.271 0.0891
O 0.103 4.637 2.167 -0.4153
C -0.014 5.267 3.463 -0.5059
C -0.043 4.139 4.509 -0.7459
C -0.191 2.841 3.707 0.4190
H -1.013 5.711 3.453 0.2692
H 0.681 6.077 3.658 0.3620
H -0.836 4.266 5.244 0.3124
H 0.873 4.051 5.096 0.3031
H -1.176 2.406 3.843 0.0082
H 0.658 2.174 3.824 0.1767
```


No. 3
A cluster of 2 separate species, C27H42NO6Si2 in total at a distorted geometry. Source: the Open Molecules 2025 dataset; level of theory: ωB97M-V/def2-TZVPD.

Properties
* energy relative to the best compared isomer or geometry (same formula, charge and spin): 0.00 kcal per mole
* charge: +1

```
78
Properties=species:S:1:pos:R:3:mulliken_charge:R:1
C -5.792 1.311 -2.885 -0.6475
O -4.520 0.788 -2.506 -0.2889
C -3.489 1.562 -2.887 0.0030
O -3.639 2.639 -3.452 -0.6030
C -2.120 0.992 -2.566 0.4776
C -1.500 1.608 -1.309 -0.5104
C -0.244 0.937 -0.869 -0.0457
C -0.157 -0.063 0.053 -0.3563
N 1.016 1.312 -1.430 0.1280
O 1.649 0.140 -1.758 -0.2689
Si 1.943 -0.317 -3.379 0.4830
C 3.404 0.601 -4.067 -0.9922
C 2.309 -2.114 -3.039 -0.9604
C 0.429 -0.197 -4.476 -0.8166
O 0.828 2.022 -2.687 -0.2868
Si 1.481 3.616 -2.488 0.5692
C 2.340 4.074 -4.076 -1.1771
C 0.084 4.797 -2.125 -1.1702
C 2.721 3.482 -1.099 -0.9451
H -6.528 0.613 -2.485 0.2298
H -5.944 2.313 -2.467 0.3025
H -5.876 1.362 -3.978 0.2933
H -2.183 -0.102 -2.478 0.3625
H -1.480 1.258 -3.416 -0.1742
H -1.296 2.666 -1.521 -0.4990
H -2.239 1.524 -0.499 0.7044
H 0.682 -0.735 -0.049 0.0936
H -0.968 -0.163 0.783 0.2987
H 3.884 -0.084 -4.785 0.4351
H 3.131 1.512 -4.613 0.1296
H 4.146 0.854 -3.297 0.3181
H 2.437 -2.654 -3.986 0.3698
H 3.230 -2.220 -2.450 0.2898
H 1.491 -2.588 -2.483 0.0971
H 0.632 -0.865 -5.333 0.5230
H -0.485 -0.560 -3.983 0.1302
H 0.255 0.815 -4.869 0.2040
H 2.717 5.101 -3.946 0.3730
H 3.201 3.437 -4.310 0.3709
H 1.659 4.070 -4.936 0.3426
H 0.527 5.774 -1.872 0.3999
H -0.566 4.939 -3.000 0.3434
H -0.544 4.496 -1.277 0.3662
H 2.908 4.477 -0.672 0.4303
H 2.334 2.814 -0.313 0.2070
H 3.678 3.075 -1.450 0.2862
C 1.300 0.257 8.779 -0.8031
O 2.097 0.429 7.589 -0.3932
C 1.601 0.055 6.384 0.8506
C 2.411 0.366 5.263 -0.8046
C 1.985 0.025 4.008 -0.6435
C 0.765 -0.690 3.789 0.5051
C 0.551 -1.166 2.460 -0.6844
C -0.098 -2.380 2.104 0.9937
C 0.186 -2.985 0.834 -0.2937
C -0.553 -4.025 0.340 -0.6952
C -1.639 -4.543 1.090 0.9280
O -2.411 -5.479 0.489 -0.4005
C -3.576 -5.973 1.180 -0.8359
C -1.837 -4.081 2.412 -0.8748
C -1.064 -3.053 2.910 -0.6593
C -0.092 -0.859 4.919 -0.5375
C 0.366 -0.618 6.201 -0.5365
H 1.847 0.828 9.533 0.2472
H 0.284 0.654 8.655 0.3550
H 1.251 -0.803 9.054 0.3460
H 3.367 0.868 5.442 0.4264
H 2.604 0.284 3.151 0.4133
H 1.241 -0.711 1.748 0.6195
H 0.993 -2.591 0.217 0.5760
H -0.343 -4.457 -0.642 0.4485
H -4.067 -6.605 0.437 0.2502
H -3.287 -6.564 2.061 0.3507
H -4.240 -5.153 1.488 0.3680
H -2.600 -4.541 3.045 0.4265
H -1.232 -2.734 3.930 0.2330
H -1.134 -1.150 4.787 0.5947
H -0.222 -0.927 7.072 0.4104
```


no.,E_HOMO (eV)
1,-9.47
2,-7.46
3,-10.69